[1]
Formula: C34H27Br2N7O3S4SbTb
Source: the Open Molecules 2025 dataset
Level of theory: the ωB97M-V functional and the def2-TZVPD basis

Geometry as ORCA input:
```
! wB97M-V def2-TZVPD RIJCOSX def2/J DEFGRID3
* xyz -1 8
Tb -0.2525 0.5707 -0.4493
O -0.4187 4.2646 1.9993
C -0.1490 3.2591 1.3314
N -0.9907 2.4577 0.6918
C -2.3852 2.7549 0.9202
C -3.2727 2.0498 -0.0673
C -4.6410 1.9281 0.1603
C -5.4283 1.2928 -0.7806
C -4.8408 0.8355 -1.9520
C -3.4793 1.0105 -2.1039
N -2.7002 1.5669 -1.1735
C 1.3093 2.8612 1.2016
C 2.2132 3.3808 2.1189
C 3.5514 3.0677 1.9975
C 3.9540 2.2581 0.9440
C 2.9900 1.7802 0.0793
N 1.6893 2.0564 0.2014
H -2.5582 3.8357 0.8391
H -2.6694 2.4729 1.9420
H -5.0682 2.3214 1.0743
H -6.4883 1.1489 -0.6112
H -5.4132 0.3303 -2.7166
H -2.9810 0.6866 -3.0092
H 1.8313 4.0131 2.9067
H 4.2712 3.4459 2.7123
H 4.9893 1.9788 0.8057
H 3.2679 1.1492 -0.7575
S -4.3160 -3.3511 -1.2495
Sb -3.3372 -3.1159 0.7693
S -2.2011 -0.8553 0.7730
S -0.9558 -2.4811 0.3871
Br 1.6542 4.5719 -6.1202
C 0.9769 3.5652 -4.6498
C 0.8925 4.1764 -3.3874
C 0.5072 3.3610 -2.3428
N 0.1668 2.0800 -2.4532
C 0.1201 1.5268 -3.7153
C 0.6054 2.2704 -4.8298
C -0.4672 0.2419 -3.8505
C -0.8026 -0.2922 -5.1256
C -1.4974 -1.4599 -5.1984
Br -1.9883 -2.1554 -6.9009
C -1.8805 -2.1460 -4.0384
C -1.4808 -1.5914 -2.8412
N -0.7908 -0.4561 -2.6992
H 1.1415 5.2153 -3.2388
H 0.4700 3.7727 -1.3400
H 0.6940 1.8094 -5.8015
H -0.5545 0.2436 -6.0282
H -2.4697 -3.0492 -4.0641
H -1.7428 -2.1135 -1.9328
C -0.0956 -5.1707 5.8859
C 0.1852 -3.9215 5.0932
C 1.4784 -3.4192 4.9875
C 1.7338 -2.2775 4.2437
C 0.6908 -1.6291 3.6027
C -0.6100 -2.0859 3.7369
C -0.8544 -3.2340 4.4708
S 1.0231 -0.1828 2.6098
O -0.1517 0.6524 2.6928
O 2.2862 0.3440 3.0681
N 1.0645 -0.6036 1.0646
C 2.0632 -1.1687 0.3504
C 3.2169 -1.7905 0.8618
C 4.0825 -2.3947 -0.0201
C 3.8116 -2.3674 -1.3882
C 2.6804 -1.6973 -1.8086
N 1.8298 -1.0961 -0.9814
H 0.7649 -5.8394 5.8738
H -0.9560 -5.7000 5.4775
H -0.3191 -4.9261 6.9270
H 2.2928 -3.9216 5.4970
H 2.7303 -1.8609 4.1585
H -1.4155 -1.5118 3.2986
H -1.8670 -3.6103 4.5622
H 3.3915 -1.7704 1.9281
H 4.9724 -2.8924 0.3463
H 4.4639 -2.8492 -2.1024
H 2.4337 -1.6207 -2.8631
*
```

ΔE to the lowest compared entry with this formula, charge and spin: 0.0 kcal per mole
gap between HOMO and LUMO (spin up / spin down): 5.535 / 5.096 eV
E_tot: -264674.98704 eV
<S²>: 16.7990
E_HOMO (spin up / spin down): -0.1222 / -0.1059 hartree

=====

[2]
Formula: C3H5NS2
Source: the Open Molecules 2025 dataset
Level of theory: the ωB97M-V functional and the def2-TZVPD basis

Geometry as ORCA input:
```
! wB97M-V def2-TZVPD RIJCOSX def2/J DEFGRID3
* xyz 0 1
N -0.6716 1.5803 0.3184
C -0.7692 0.2935 0.0245
S -2.2095 -0.4915 -0.0873
C 0.4450 -0.4273 -0.4196
C 1.2784 -1.1781 0.6022
S 2.0459 0.2879 -0.1914
H -1.5701 2.0929 0.3632
H 0.1783 2.0956 0.0549
H 0.2659 -0.9438 -1.3721
H 1.6837 -2.1412 0.3143
H 1.0352 -1.0362 1.6271
*
```

ΔE to the lowest compared entry with this formula, charge and spin: 14.3 kcal per mole
SMILES: NC(=S)[C@@H]1CS1
gap between HOMO and LUMO: 8.876 eV
E_tot: -26352.11463 eV
E_HOMO: -0.3105 hartree